1.
# C51H28Cl4IN4O2Ti

A structure of composition C51H28Cl4IN4O2Ti (ωB97M-V/def2-TZVPD, the OMol25 dataset).

Each line ends with the Mulliken charge.
Atoms and positions in Å:
Ti (0.450, -0.029, 0.078)  -0.8124
Cl (-6.863, -4.626, 3.094)  -0.2494
C (-5.691, -3.540, 2.412)  0.4465
C (-4.437, -3.431, 2.992)  -1.1057
C (-3.508, -2.575, 2.434)  -0.1137
C (-3.798, -1.835, 1.283)  -0.3557
C (-5.075, -1.953, 0.733)  -0.0408
C (-6.019, -2.796, 1.292)  -0.9902
C (-2.739, -0.997, 0.702)  1.4713
C (-2.276, -1.256, -0.611)  -0.0595
C (-2.869, -2.080, -1.585)  -0.9626
C (-1.881, -2.394, -2.506)  -1.3055
C (-0.716, -1.755, -2.069)  -0.6266
C (0.668, -2.185, -2.214)  0.1532
C (1.047, -3.266, -1.346)  0.6356
C (-0.051, -4.013, -0.724)  -0.6150
C (-0.111, -4.463, 0.527)  -1.8997
C (1.028, -4.512, 1.484)  0.9843
Cl (0.452, -5.085, 3.059)  -0.2138
C (2.759, -3.994, 0.369)  -0.3472
C (2.352, -3.449, -0.943)  -1.4898
C (1.673, -1.163, -2.378)  0.0134
N (1.706, -0.097, -1.528)  0.5048
C (3.002, 0.388, -1.589)  0.6573
C (3.426, 1.414, -0.720)  1.0442
C (4.788, 1.640, -0.265)  0.1060
C (5.956, 1.494, -1.027)  -0.1901
C (7.211, 1.652, -0.469)  -0.9716
C (7.335, 1.972, 0.873)  0.4165
Cl (8.908, 2.153, 1.578)  -0.2511
C (6.204, 2.145, 1.658)  -1.0148
C (4.958, 1.985, 1.092)  -0.0025
C (2.420, 2.253, -0.173)  -0.4583
C (2.600, 3.656, -0.069)  -1.7456
C (1.386, 4.191, 0.261)  -1.0679
C (0.500, 3.098, 0.444)  0.3039
N (1.128, 1.911, 0.115)  1.1338
C (-0.686, 3.188, 1.185)  0.9624
C (-1.332, 2.030, 1.622)  0.3156
C (-2.369, 1.926, 2.598)  -1.3189
C (-2.832, 0.647, 2.553)  -1.3023
C (-2.152, 0.003, 1.470)  -0.2453
N (-1.139, 0.818, 1.007)  0.5979
C (-1.283, 4.506, 1.425)  -0.1219
C (-1.593, 4.985, 2.696)  -0.2539
C (-2.260, 6.186, 2.861)  -0.9570
C (-2.605, 6.930, 1.746)  0.4010
Cl (-3.472, 8.418, 1.948)  -0.2446
C (-2.270, 6.500, 0.472)  -0.9594
C (-1.614, 5.295, 0.320)  -0.1396
C (3.728, -0.318, -2.568)  -0.7545
C (2.884, -1.293, -3.065)  -1.5407
N (-0.985, -0.954, -0.993)  0.9522
H (-4.191, -4.024, 3.863)  0.4266
H (-2.528, -2.493, 2.880)  0.5517
H (-5.347, -1.357, -0.125)  0.5545
H (-7.007, -2.875, 0.860)  0.4092
H (-3.879, -2.439, -1.586)  0.4969
H (-1.969, -3.014, -3.380)  0.4789
H (-0.936, -4.123, -1.333)  0.6362
H (-1.016, -4.941, 0.874)  0.4605
H (3.838, -3.922, 0.498)  0.7060
H (3.125, -2.890, -1.447)  0.3990
H (5.889, 1.277, -2.080)  0.4717
H (8.098, 1.530, -1.072)  0.4048
H (6.306, 2.391, 2.706)  0.3963
H (4.082, 2.086, 1.717)  0.4089
H (3.513, 4.178, -0.285)  0.5857
H (1.139, 5.227, 0.404)  0.5246
H (-2.708, 2.714, 3.242)  0.4667
H (-3.615, 0.206, 3.142)  0.5977
H (-1.290, 4.417, 3.562)  0.6086
H (-2.516, 6.536, 3.849)  0.3999
H (-2.538, 7.095, -0.389)  0.4137
H (-1.366, 4.940, -0.670)  0.4743
H (4.735, -0.133, -2.882)  0.2275
H (3.081, -2.016, -3.835)  0.4958
I (4.763, -6.852, 4.074)  0.0244
C (3.550, -5.575, 2.875)  0.0828
C (3.444, -4.226, 3.366)  -0.5975
C (2.772, -3.218, 2.792)  -1.1785
C (1.965, -3.288, 1.546)  2.4460
C (2.161, -5.343, 0.824)  0.2093
C (3.018, -6.099, 1.767)  -1.3801
C (1.358, -1.920, 1.266)  0.3223
O (2.096, -0.924, 1.036)  -0.3253
O (0.121, -1.748, 1.310)  -0.4297
H (3.968, -4.023, 4.289)  0.3790
H (2.827, -2.241, 3.252)  0.3861
H (1.805, -5.983, 0.015)  0.6623
H (3.192, -7.134, 1.516)  0.4307

Calculated values
relative energy (zero: lowest compared OMol25 entry of this formula, charge and spin) = 540.92 kJ/mol
HOMO (spin up / spin down) = -2.91 / -3.72 eV
2S+1 = 3
LUMO energy (spin up / spin down) = 1.63 / 1.43 eV
E = -5317.78230 Eh
net charge = -1
HOMO-LUMO gap (spin up / spin down) = 4.54 / 5.15 eV

***

2.
# C51H28I4N5O4Tc

A structure of composition C51H28I4N5O4Tc (ωB97M-V/def2-TZVPD, the OMol25 dataset).

Each line ends with the Mulliken charge.
Atoms and positions in Å:
Tc (-0.175, -0.149, -0.043)  0.3264
I (-8.165, -0.414, 5.680)  0.1149
C (-6.445, -0.406, 4.454)  -0.1785
C (-5.565, 0.664, 4.504)  -0.7191
C (-4.440, 0.655, 3.702)  -0.1401
C (-4.198, -0.399, 2.821)  -0.6722
C (-5.099, -1.460, 2.776)  -0.2625
C (-6.214, -1.468, 3.592)  -0.7219
C (-2.999, -0.366, 1.960)  1.1362
C (-3.175, -0.372, 0.577)  0.4417
C (-4.458, -0.459, -0.058)  -1.4968
C (-4.231, -0.622, -1.382)  -1.6815
C (-2.811, -0.593, -1.571)  0.7061
C (-2.211, -0.799, -2.808)  0.5177
C (-3.114, -0.945, -3.979)  -0.3511
C (-3.340, -2.182, -4.575)  0.1068
C (-4.210, -2.299, -5.644)  -0.6990
C (-4.852, -1.174, -6.133)  -0.1331
I (-6.181, -1.343, -7.771)  0.1194
C (-4.637, 0.066, -5.553)  -0.7652
C (-3.782, 0.174, -4.472)  0.1089
C (-0.830, -0.785, -3.042)  0.3942
N (0.136, -0.478, -2.142)  0.9451
C (1.297, -0.295, -2.865)  -0.0945
C (2.523, 0.190, -2.446)  0.0681
C (3.404, 0.812, -3.427)  0.3996
C (4.780, 0.584, -3.516)  -0.2334
C (5.553, 1.279, -4.426)  -0.8006
C (4.966, 2.224, -5.255)  -0.2131
I (6.160, 3.300, -6.617)  0.1247
C (3.599, 2.453, -5.196)  -0.8690
C (2.828, 1.745, -4.301)  -0.2329
C (2.862, 0.323, -1.005)  1.0782
C (3.183, 2.445, 0.503)  -1.9870
C (3.165, 2.036, 1.787)  -0.7765
C (2.216, 0.966, 1.953)  -1.1600
N (1.686, 0.672, 0.689)  1.2147
C (1.643, 0.466, 3.086)  1.7443
C (0.355, -0.130, 3.069)  0.5389
C (-0.279, -0.554, 4.269)  -1.5219
C (-1.606, -0.682, 3.991)  -1.3214
C (-1.764, -0.366, 2.609)  0.4675
N (-0.552, -0.083, 2.042)  0.3388
C (2.221, 0.738, 4.426)  -1.3006
C (3.167, -0.112, 4.985)  -0.2412
C (3.605, 0.090, 6.283)  -0.6770
C (3.107, 1.154, 7.016)  -0.1442
I (3.758, 1.441, 9.009)  0.1223
C (2.191, 2.032, 6.459)  -0.7409
C (1.745, 1.816, 5.169)  0.2723
C (1.049, -0.623, -4.248)  -1.6571
C (-0.263, -0.929, -4.352)  -1.6091
N (-2.184, -0.416, -0.363)  0.3807
H (-5.761, 1.501, 5.159)  0.3975
H (-3.756, 1.490, 3.735)  0.5581
H (-4.911, -2.291, 2.113)  0.5664
H (-6.904, -2.296, 3.550)  0.4057
H (-5.405, -0.407, 0.440)  0.6498
H (-4.955, -0.771, -2.156)  0.5446
H (-2.844, -3.061, -4.193)  0.4986
H (-4.395, -3.266, -6.083)  0.4167
H (-5.141, 0.941, -5.933)  0.4105
H (-3.617, 1.139, -4.019)  0.5446
H (5.246, -0.171, -2.902)  0.6188
H (6.612, 1.082, -4.497)  0.4170
H (3.133, 3.185, -5.836)  0.4196
H (1.771, 1.943, -4.226)  0.5306
H (3.729, 3.258, 0.069)  0.6468
H (3.699, 2.472, 2.608)  0.7452
H (0.221, -0.734, 5.200)  0.7056
H (-2.390, -0.976, 4.662)  0.6225
H (3.544, -0.950, 4.417)  0.4772
H (4.319, -0.589, 6.724)  0.4227
H (1.815, 2.866, 7.031)  0.4075
H (1.014, 2.483, 4.738)  0.5689
H (1.796, -0.666, -5.015)  0.7592
H (-0.809, -1.203, -5.231)  0.6017
O (1.639, -3.809, 1.102)  -0.5069
C (1.343, -2.601, 0.658)  0.1122
O (0.155, -2.289, 0.413)  -0.3738
C (2.426, -1.705, 0.398)  0.0023
C (3.780, -1.998, 0.399)  -0.6025
C (4.698, -1.012, -0.027)  -1.1592
C (4.298, 0.117, -0.663)  -2.2878
C (2.255, 1.601, -0.277)  1.8271
N (2.013, -0.462, -0.099)  1.3867
C (1.051, 2.318, -1.041)  -0.0389
O (1.304, 3.201, -1.816)  -0.6480
O (-0.078, 1.838, -0.711)  -0.4935
H (0.841, -4.360, 1.163)  0.4413
H (4.116, -2.968, 0.717)  0.6508
H (5.749, -1.180, 0.140)  0.5364
H (4.982, 0.904, -0.930)  0.9522

Calculated values
HOMO (spin up / spin down) = -9.53 / -10.09 eV
2S+1 = 2
LUMO energy (spin up / spin down) = -4.57 / -4.95 eV
E = -3806.34242 Eh
net charge = +1
HOMO-LUMO gap (spin up / spin down) = 4.95 / 5.14 eV